DFT (ωB97M-V/def2-TZVPD) results for 3 unconnected molecules or ions with the total composition C32H60F2N2O7P2S2.

XYZ file:
```
107
Properties=species:S:1:pos:R:3
C -2.432 1.062 2.091
C -1.765 0.480 1.323
N -0.953 -0.214 0.415
P -1.223 -2.041 0.888
C -1.088 -2.102 2.720
C -3.013 -2.366 0.641
C -3.199 -3.315 -0.553
C -1.420 0.034 -1.015
C -2.407 1.169 -1.235
C -3.875 0.846 -1.000
C -4.457 -0.195 -1.942
F -4.539 2.071 -1.266
C -0.202 -0.118 -1.940
C -0.091 0.845 -3.108
C -1.134 0.649 -4.214
F -0.512 0.459 -5.438
C -0.172 -1.571 -2.514
O -0.820 -2.411 -1.816
O 0.460 -1.753 -3.606
C 1.043 0.072 -0.942
N 2.013 -0.958 -1.198
C 3.409 -0.581 -1.360
C 4.087 -1.638 -2.218
C 4.243 -2.975 -1.478
C 0.492 0.269 0.531
C 1.419 -0.486 1.492
C 1.525 -0.051 2.947
O 0.273 0.236 3.533
C 0.374 0.600 4.899
C -0.024 2.072 5.121
P 0.735 2.108 0.975
C 2.554 2.396 0.800
C 0.007 3.197 -0.315
H -2.957 1.542 2.880
H -1.702 -2.967 2.967
H -0.078 -2.326 3.034
H -1.508 -1.253 3.249
H -3.631 -1.472 0.578
H -3.351 -2.899 1.525
H -4.176 -3.783 -0.465
H -3.053 -2.837 -1.510
H -2.449 -4.095 -0.478
H -1.979 -0.852 -1.325
H -2.368 1.527 -2.258
H -2.204 2.043 -0.624
H -4.092 0.653 0.044
H -5.211 0.252 -2.577
H -4.905 -1.004 -1.375
H -3.702 -0.629 -2.592
H -0.131 1.893 -2.811
H 0.873 0.698 -3.581
H -1.814 -0.175 -4.006
H -1.715 1.564 -4.334
H 1.473 1.013 -1.273
H 1.902 -1.769 -0.611
H 3.968 -0.540 -0.414
H 3.453 0.361 -1.899
H 3.473 -1.819 -3.094
H 5.061 -1.300 -2.566
H 4.058 -3.810 -2.145
H 5.265 -3.106 -1.137
H 3.565 -3.075 -0.636
H 1.258 -1.558 1.455
H 2.414 -0.353 1.080
H 1.983 -0.880 3.498
H 2.198 0.796 3.087
H -0.295 -0.053 5.458
H 1.374 0.436 5.294
H 0.826 2.635 5.487
H -0.347 2.491 4.175
H -0.833 2.119 5.840
H 2.945 2.596 1.789
H 2.688 3.298 0.211
H 3.085 1.591 0.299
H -0.837 3.706 0.136
H 0.717 3.976 -0.564
H -0.355 2.718 -1.214
O -0.530 6.321 -0.773
S -1.019 6.735 0.518
O -0.405 6.263 1.733
C -1.113 8.522 0.545
C -2.511 8.831 0.016
C -3.450 7.822 0.693
C -2.792 6.440 0.584
H -0.313 8.933 -0.065
H -0.999 8.840 1.580
H -2.798 9.859 0.231
H -2.538 8.693 -1.066
H -3.574 8.089 1.744
H -4.438 7.821 0.237
H -3.009 5.808 1.441
H -3.074 5.928 -0.335
O 5.051 -8.176 0.218
S 4.392 -6.939 -0.114
O 5.103 -5.688 -0.103
C 3.555 -7.135 -1.684
C 2.172 -7.661 -1.314
C 1.723 -6.837 -0.100
C 2.901 -6.790 0.883
H 4.129 -7.811 -2.313
H 3.493 -6.151 -2.148
H 1.476 -7.568 -2.146
H 2.237 -8.718 -1.044
H 1.469 -5.826 -0.422
H 0.838 -7.263 0.371
H 2.944 -5.855 1.435
H 2.886 -7.629 1.577
```

Its spin multiplicity is 1. The calculation puts the max |F| at 2.95 eV Å⁻¹. For the LUMO energy, the calculation gives 0.279 eV. Its orbital gap is 7.9676 eV. Its SMILES is C#C[N@@+]1(P(C)CC)[C@@H](C[C@H](C)F)[C@](CCF)(C(=O)[O-])[C@H](NCCC)[C@@]1(CCOCC)P(C)C.O=S1(=O)CCCC1.O=S1(=O)CCCC1.

=====

DFT (ωB97M-V/def2-TZVPD) results for a molecular structure, C29H19IN6O3S4Sc.

XYZ file:
```
63
Properties=species:S:1:pos:R:3
Sc 0.662 0.498 -0.049
O -1.932 0.312 -2.614
C -0.831 -0.202 -2.657
N 0.400 0.311 -2.215
C 0.957 1.215 -3.071
O 0.644 1.335 -4.281
C 2.058 1.974 -2.496
C 2.762 2.882 -3.301
C 3.999 3.362 -2.778
C 4.332 3.083 -1.466
C 3.460 2.324 -0.677
N 2.317 1.767 -1.187
C -0.735 -1.599 -3.238
C -0.825 -1.740 -4.672
C -0.693 -3.026 -5.209
C -0.516 -4.135 -4.382
C -0.462 -3.892 -2.986
N -0.489 -2.665 -2.493
H 2.404 3.030 -4.353
H 4.632 3.966 -3.399
H 5.139 3.556 -0.906
H 3.690 2.117 0.339
H -1.053 -0.865 -5.264
H -0.699 -3.185 -6.308
H -0.453 -5.171 -4.730
H -0.360 -4.708 -2.244
I 2.411 -2.464 0.112
C 0.751 -2.819 1.505
C 1.037 -3.749 2.507
C -0.023 -4.234 3.279
C -1.252 -3.686 3.238
C -1.517 -2.582 2.344
C -2.738 -1.894 2.464
C -3.006 -0.911 1.536
C -2.030 -0.517 0.606
C -0.744 -0.991 0.631
C -0.479 -2.127 1.447
H 2.003 -4.266 2.553
H 0.116 -5.099 3.969
H -2.063 -4.008 3.877
H -3.445 -2.178 3.236
H -3.843 -0.252 1.602
H -2.341 0.072 -0.283
O -5.610 3.259 -1.938
C -4.655 2.899 -1.282
S -4.820 2.231 0.340
C -3.173 2.520 0.925
C -2.196 2.772 -0.131
S -0.515 2.802 0.093
S -2.842 2.917 -1.752
S -2.993 2.391 2.558
N -0.360 2.217 4.823
C 0.721 1.842 4.067
C 0.475 1.206 2.859
N 1.481 0.862 2.049
C 2.758 0.917 2.578
C 2.935 1.630 3.761
N 1.942 2.153 4.502
H -1.232 2.262 4.262
H -0.161 2.887 5.600
H -0.500 1.177 2.436
H 3.588 0.358 2.106
H 3.914 1.861 4.155
```

Its spin multiplicity is 1. As for the net charge: -1. The calculation puts the max |F| at 4.89 eV Å⁻¹. Its energy above the lowest of the compared OMol25 structures with the same formula, charge and spin is 0.0 kJ/mol. For the LUMO energy, the calculation gives 1.629 eV. Its orbital gap is 4.5526 eV.

=====

DFT (ωB97M-V/def2-TZVPD) results for a single C3H6ClNO molecule.

XYZ file:
```
12
Properties=species:S:1:pos:R:3
C 0.105 1.026 -0.458
C 0.779 -0.319 0.065
N 0.457 -1.510 -0.764
Cl 0.289 -1.167 -2.422
C -0.799 -2.296 -0.399
O -1.440 -2.204 0.586
H 0.461 1.361 -1.379
H -1.001 1.036 -0.602
H 0.319 1.756 0.383
H 1.901 -0.451 0.071
H 0.390 -0.596 1.114
H -0.817 -2.883 -1.301
```

Its spin multiplicity is 1. The calculation puts the max |F| at 3.79 eV Å⁻¹. Its energy above the lowest of the compared OMol25 structures with the same formula, charge and spin is 237.1 kJ/mol. For the LUMO energy, the calculation gives 0.701 eV. Its orbital gap is 10.2218 eV. Its SMILES is CCN(Cl)C=O.

=====

Among the records above, which one has the lowest orbital gap?
C29H19IN6O3S4Sc

=====

Please write out number 3 again, unchanged.
DFT (ωB97M-V/def2-TZVPD) results for a single C3H6ClNO molecule.

XYZ file:
```
12
Properties=species:S:1:pos:R:3
C 0.105 1.026 -0.458
C 0.779 -0.319 0.065
N 0.457 -1.510 -0.764
Cl 0.289 -1.167 -2.422
C -0.799 -2.296 -0.399
O -1.440 -2.204 0.586
H 0.461 1.361 -1.379
H -1.001 1.036 -0.602
H 0.319 1.756 0.383
H 1.901 -0.451 0.071
H 0.390 -0.596 1.114
H -0.817 -2.883 -1.301
```

Its spin multiplicity is 1. The calculation puts the max |F| at 3.79 eV Å⁻¹. Its energy above the lowest of the compared OMol25 structures with the same formula, charge and spin is 237.1 kJ/mol. For the LUMO energy, the calculation gives 0.701 eV. Its orbital gap is 10.2218 eV. Its SMILES is CCN(Cl)C=O.

=====

Please write out number 3 again, unchanged.
DFT (ωB97M-V/def2-TZVPD) results for a single C3H6ClNO molecule.

XYZ file:
```
12
Properties=species:S:1:pos:R:3
C 0.105 1.026 -0.458
C 0.779 -0.319 0.065
N 0.457 -1.510 -0.764
Cl 0.289 -1.167 -2.422
C -0.799 -2.296 -0.399
O -1.440 -2.204 0.586
H 0.461 1.361 -1.379
H -1.001 1.036 -0.602
H 0.319 1.756 0.383
H 1.901 -0.451 0.071
H 0.390 -0.596 1.114
H -0.817 -2.883 -1.301
```

Its spin multiplicity is 1. The calculation puts the max |F| at 3.79 eV Å⁻¹. Its energy above the lowest of the compared OMol25 structures with the same formula, charge and spin is 237.1 kJ/mol. For the LUMO energy, the calculation gives 0.701 eV. Its orbital gap is 10.2218 eV. Its SMILES is CCN(Cl)C=O.

=====

Look up the orbital gap of the second one.
4.5526 eV